DFT (ωB97M-V/def2-TZVPD) results for a structure of composition C10H22N2O9Sr.

E: -1210.9217 Ha
HOMO level: 5.925 eV
HOMO-LUMO gap: 0.0597 Eh
molar mass: 401.91 g mol⁻¹
charge: -4

Geometry (Å):
Sr1 0.027 -0.425 -0.028
O1 2.949 0.790 -3.944
C1 2.405 -0.365 -4.069
C2 0.911 -0.720 -3.556
O2 0.111 -0.089 -2.696
H1 3.071 -1.141 -3.544
H2 2.342 -0.677 -5.177
H3 1.046 -1.801 -3.200
H4 0.340 -0.870 -4.531
O3 2.509 -0.304 0.664
C3 2.708 -0.815 1.893
C4 1.511 -1.275 2.790
O4 0.310 -1.602 2.180
H5 3.420 -0.092 2.391
H6 3.419 -1.739 1.901
H7 1.405 -0.421 3.518
H8 1.758 -2.164 3.427
O5 1.934 4.065 0.005
C5 1.050 3.915 0.932
C6 -0.330 3.155 0.674
O6 -0.597 2.057 -0.089
H9 0.653 4.958 1.233
H10 1.477 3.470 1.890
H11 -0.936 3.975 0.181
H12 -0.749 3.008 1.716
C7 2.923 -3.450 -0.945
N1 1.524 -3.773 -0.632
O7 0.791 -2.843 -0.787
O8 1.212 -4.916 -0.287
H13 2.981 -3.244 -2.015
H14 3.558 -4.256 -0.598
H15 3.111 -2.486 -0.451
C8 -3.667 -0.314 0.049
O9 -2.533 -0.652 -0.141
N2 -4.022 0.702 0.873
C9 -5.410 0.950 1.178
C10 -3.003 1.599 1.411
H16 -4.541 -0.762 -0.471
H17 -5.830 0.187 1.849
H18 -6.038 0.833 0.284
H19 -5.534 1.953 1.568
H20 -2.957 1.492 2.497
H21 -2.050 1.444 0.876
H22 -3.257 2.641 1.185

DFT (ωB97M-V/def2-TZVPD) results for a cluster of 2 separate species, C8H15NOS in total.

E: -841.7066 Ha
relative energy (zero: lowest compared OMol25 entry of this formula, charge and spin): 198.46 kcal per mole
HOMO level (spin up / spin down): -8.458 / -8.754 eV
HOMO-LUMO gap (spin up / spin down): 0.2908 / 0.2831 Eh
molar mass: 173.28 g mol⁻¹

Geometry (Å):
C1 2.743 -0.693 -0.401
C2 1.467 -0.892 -0.710
C3 -0.733 1.756 1.110
C4 0.604 1.171 0.636
C5 -1.731 2.419 0.091
C6 0.373 -0.029 -0.246
C7 0.967 -2.154 -1.426
C8 -0.819 -1.490 1.563
N1 -1.765 1.650 -1.109
O1 -0.892 0.133 -2.918
S1 -1.071 0.350 -1.478
H1 3.504 -1.344 -0.480
H2 2.843 0.203 0.096
H3 -1.234 0.994 1.571
H4 -0.554 2.499 1.898
H5 1.272 1.834 0.007
H6 1.160 1.034 1.608
H7 -2.647 2.282 0.738
H8 -1.580 3.534 -0.057
H9 1.774 -2.434 -2.198
H10 1.134 -3.006 -0.593
H11 0.041 -2.140 -1.853
H12 -1.899 -1.126 1.755
H13 -0.115 -1.379 2.379
H14 -0.719 -2.469 1.209
H15 -2.123 -0.702 -1.194

What did we get for strongest force on any atom? Answer: 2.47 6.54 eV/A, in the order shown.